(1)
Here is a molecular structure, C20H36AuN4P2S from OMol25. Energies are from the ωB97M-V functional and the def2-TZVPD basis.

As for the multiplicity: 3. The value obtained for the gap between HOMO and LUMO (spin up / spin down) is 6.264 / 6.823 eV. As for the LUMO energy (spin up / spin down): -3.2927 / -4.1759 eV. As for the highest occupied orbital energy (spin up / spin down): -9.6 / -11.0 eV. Its total charge is +1. The relative energy (zero: lowest compared OMol25 entry of this formula, charge and spin) is 0.797 eV.

XYZ file:
```
64
C20H36AuN4P2S, DFT the ωB97M-V functional and the def2-TZVPD basis
N 0.6480 1.9216 -1.7584
H 2.7302 -4.9322 -0.7400
Au -0.4747 -2.1075 -0.4482
H 4.2679 2.5937 0.9134
H 2.6609 -2.4168 -0.5248
H 5.1474 4.3181 -0.6344
N 2.0238 1.2896 0.5805
H -1.3632 -4.6983 0.0482
C 0.8929 0.7049 0.2847
C -0.3685 0.8616 2.8166
H -2.3411 0.0092 3.2224
H 0.1932 -0.0304 -3.6285
C 0.8418 1.3082 3.6388
C 1.9411 -4.3348 -0.2795
H 0.3268 -5.0371 -1.5153
C 3.4876 4.1740 -2.0080
H 0.6884 -6.0732 -0.1283
H 1.8807 -2.9959 -1.8381
H 2.1620 -4.2630 0.7887
H -1.4383 -0.6549 -3.9158
H 1.2217 0.5133 4.2800
H -0.2276 2.7028 1.6566
H -1.0223 -0.7850 4.0948
H -4.3187 0.2131 0.2879
N -0.4534 -4.3125 0.2764
C -0.9850 2.0970 2.1562
H 3.8821 4.9343 -2.6690
C 4.2087 3.8223 -0.8440
C 0.6036 -5.0371 -0.4593
H 1.7367 3.8176 -3.1952
C 3.7342 2.8707 0.0136
H 1.8375 -2.1278 1.7094
H -4.0065 2.1769 -1.1982
H -1.7598 1.8539 1.4310
H -1.5841 0.8089 4.6031
P 0.1258 -0.4385 1.5049
H -2.6739 0.2861 0.9172
P -1.0690 -0.1357 -1.6001
S -1.2468 -3.1646 -2.6281
C 0.2043 1.0046 -0.9339
N 1.8685 -2.9727 -0.8234
H -0.3194 -4.4258 1.2764
C 2.3024 3.5657 -2.3079
H 0.5262 2.1305 4.2860
H 1.3186 -1.5388 3.2915
H -1.1705 1.0991 -3.6655
H -3.2535 -1.1983 0.1793
C -0.8589 0.0952 -3.3848
H -3.5470 0.0747 -3.3166
C -1.3908 0.1781 3.7324
C 1.7906 2.5752 -1.4413
H 2.4310 -0.5559 2.3020
C -3.7016 -0.3344 -2.3185
C -2.8391 0.3707 -1.2636
H -2.7140 2.2284 -2.3986
H -1.4480 2.7128 2.9307
C -3.2898 -0.1098 0.1150
H -3.5046 -1.4095 -2.3471
C 1.5820 -1.2364 2.2781
C 2.5096 2.2300 -0.2688
H 1.6510 1.6704 3.0059
H -4.7535 -0.1964 -2.0604
C -2.9707 1.8905 -1.3938
H -2.3328 2.4198 -0.6843
```

***

(2)
Here is a molecular structure, C37H40BeO2P2 from OMol25. Energies are from the ωB97M-V functional and the def2-TZVPD basis.

The value obtained for the gap between HOMO and LUMO is 4.108 eV. As for the LUMO energy: -0.7782 eV. As for the highest occupied orbital energy: -4.9 eV. Its total charge is 0. The relative energy (zero: lowest compared OMol25 entry of this formula, charge and spin) is 0.000 eV.

XYZ file:
```
82
C37H40BeO2P2, DFT the ωB97M-V functional and the def2-TZVPD basis
C -0.7072 5.8651 -1.3827
C 0.3561 -2.6424 -7.5485
H -2.9505 -0.1162 -0.4996
H 4.8599 -4.4190 -1.0993
H 6.6397 1.0067 -2.1754
H 7.6284 0.8984 0.1144
C 4.6789 0.4599 -1.5073
C 1.6359 0.6137 -2.2765
H -1.2183 0.4966 -5.2715
H 0.0616 6.6467 -1.3125
C 1.7925 -0.4361 -6.5234
H 0.5629 1.3669 -6.5182
H -3.4212 3.0765 -1.2369
C -0.7095 -0.2515 -5.8573
C -3.1006 0.1011 -1.5657
C -2.7285 1.5071 -3.4867
H 1.1824 -1.9620 -3.2366
H -4.0533 1.2015 -5.1425
C 2.1075 -3.9130 -3.0920
H 4.4883 -2.0834 -0.5672
C -1.3617 -1.4536 -6.0985
H 2.3893 -1.6759 -4.8810
C -0.3142 4.5207 -1.3166
C 3.7684 -2.6269 -1.2016
H -1.7694 -3.0488 -7.5695
H 3.2764 -5.6903 -2.6798
C -2.0695 6.1876 -1.4982
C -1.5105 -2.5894 -2.5906
H -5.1096 -0.8424 -4.1684
H -1.6775 0.8891 0.5626
H 4.2716 0.4166 -2.5246
H 0.0703 0.5381 0.3159
H -1.4034 -1.4863 -8.1990
H 0.7461 4.2369 -1.1958
Be -0.0585 -1.7855 -5.0381
C 6.5813 0.6558 -0.0293
C -0.7318 1.2785 0.2020
H 1.1605 -3.7289 -5.7190
C 5.7695 0.2939 1.0522
H 0.2120 0.2739 -7.8079
H 6.2092 0.1900 2.0376
O -2.2657 -3.4219 -3.1201
H -1.9615 -3.5161 -0.6559
H 0.8195 2.3180 -3.2696
C -3.0534 5.2018 -1.4244
H -2.1890 -1.7818 -5.4768
C 3.1343 -4.6335 -2.4607
H 2.5082 0.2873 -6.1384
C 1.8918 -2.5870 -2.6829
H 3.7540 -0.1448 1.7404
P 2.1011 -0.3320 -0.7692
C 3.8385 0.2170 -0.4073
C 6.0350 0.7264 -1.3125
H -4.1105 5.4392 -1.3988
C 4.3992 0.1034 0.8896
H 1.5064 -4.4093 -3.8925
C 0.4224 0.2863 -6.7190
C 0.9728 -2.7358 -6.1263
C 0.6840 1.5852 -2.4545
H -2.2269 2.3648 -3.9431
C -2.6773 3.8682 -1.3375
H 2.3389 0.4066 -3.1109
H -2.3546 7.2260 -1.5974
H -4.6789 -1.3584 -1.7696
C -2.3091 1.0556 -2.2252
C -1.2716 -2.7681 -1.0907
C -3.7712 0.8609 -4.1502
H -0.5173 2.1875 0.7785
C -4.1247 -0.5592 -2.2566
H -1.4174 -1.8381 -0.5236
C 3.9844 -3.9580 -1.5670
C 1.6119 -1.6034 -5.6089
H 0.4475 -3.5834 -8.1344
O -0.9062 -1.5947 -3.2432
C -1.3204 3.5370 -1.4034
P -0.8162 1.8160 -1.4894
H 0.8803 -1.8577 -8.1241
C -1.1113 -2.1802 -7.4045
H 2.1664 -0.7933 -7.4854
H -0.2441 -3.1406 -0.9317
C -4.4060 -0.2436 -3.5844
C 2.6135 -1.9677 -1.6381
```

***

(3)
Here is a molecular structure, C47H53AsCeO10S from OMol25. Energies are from the ωB97M-V functional and the def2-TZVPD basis.

The value obtained for the gap between HOMO and LUMO is 7.519 eV. As for the LUMO energy: -0.5463 eV. As for the highest occupied orbital energy: -8.1 eV. Its total charge is 0. The relative energy (zero: lowest compared OMol25 entry of this formula, charge and spin) is 1.294 eV.

XYZ file:
```
113
C47H53AsCeO10S, DFT the ωB97M-V functional and the def2-TZVPD basis
H -17.4592 -1.8191 6.7945
H -14.5887 -12.3897 4.9713
H -21.8837 -2.6060 11.8488
As -17.0550 -4.5596 2.0774
C -15.4416 -7.8672 5.5978
C -20.7579 -2.2621 10.0787
C -15.4252 -2.1637 7.3345
C -21.6652 1.0417 6.7103
H -23.3435 -8.9802 3.9490
C -22.1052 -2.7656 6.8255
O -21.7993 -2.8043 9.2461
H -21.1501 -8.0829 8.1771
C -24.8665 -4.7454 5.1383
H -14.5439 -4.7146 1.7864
C -22.9766 1.5190 6.8128
H -21.0563 -0.2519 9.3582
H -17.4304 -5.5092 -0.2323
C -14.4825 -3.1049 7.7693
C -22.9356 -7.9831 3.7878
C -18.7309 -4.1839 7.7111
C -19.9708 -7.6365 9.9622
C -22.4590 -1.2276 7.0953
C -16.2725 -4.7026 8.2206
H -15.1856 -1.0938 7.0343
H -14.2041 -5.1678 8.3467
C -19.6591 -1.1656 2.5529
H -20.8774 -3.9987 11.2376
C -16.7773 -2.5149 7.3192
H -15.1655 -6.3619 1.5254
C -25.3708 -4.7309 7.4652
C -15.0357 -10.3228 5.1376
H -20.3931 -0.6805 6.7668
H -24.4506 -7.1289 2.4003
H -19.4410 -2.1489 7.4541
H -16.0029 -2.2579 2.3611
C -20.8773 -0.7656 10.3027
C -23.3887 -3.5552 6.6656
H -13.9781 -10.1252 4.8143
H -16.9434 -13.1000 5.7497
C -19.1561 -0.5838 3.9385
O -18.9343 -4.5252 6.3284
O -17.9248 -4.7714 3.6054
H -16.1321 -2.6634 0.6844
S -20.9188 -6.4798 2.9464
C -16.6920 -2.6850 1.6571
H -20.9362 -8.0169 4.7164
C -17.2486 -9.6811 5.7473
H -20.3184 -6.0382 6.9473
H -20.8353 1.6600 6.4553
H -24.9556 0.9448 7.5563
C -21.2592 -3.3453 8.0302
C -23.7450 -0.7364 7.2823
C -22.3535 -6.5016 1.8787
H -15.0288 -5.6815 3.2131
H -18.9471 -4.7413 0.3672
O -21.3508 -2.8425 5.6499
O -19.2208 0.6026 4.2563
C -25.7184 -5.0907 6.1547
H -26.7020 -5.4368 5.9336
H -16.2741 -7.1696 5.3718
H -22.7153 -5.4805 1.8080
C -17.2709 -3.7442 7.7883
O -18.5907 -1.4888 4.7240
C -18.0858 -5.3672 0.6560
H -26.0529 -4.9356 8.3273
C -15.9487 -9.3070 5.4523
O -19.5268 -2.5794 9.4284
H -18.4187 -6.3331 1.0058
H -21.0488 -8.8756 3.2143
C -14.9449 -4.3733 8.1336
O -19.9421 -2.4469 2.5427
C -19.0322 -5.3946 8.5410
C -15.2654 -5.4402 2.1640
Ce -19.6296 -3.6182 4.5467
H -17.9862 -4.9282 10.3356
H -20.3200 -8.5662 10.3970
C -20.8931 -2.9439 11.4369
C -23.4059 -7.4853 2.3987
H -19.8875 -0.4053 10.7002
O -21.1017 -5.3222 4.0905
C -20.0032 -6.2951 7.9543
H -21.6768 -0.6097 11.0652
C -19.1251 -6.7803 10.5716
H -18.7746 -6.8530 11.6209
H -13.4141 -2.8865 7.8870
C -23.7063 -4.0128 5.3694
H -23.1452 2.6073 6.4909
H -22.9802 -3.7715 4.5781
H -25.0511 -5.0368 4.0853
C -16.6931 -12.0319 5.5449
C -19.7457 -3.0103 8.0823
H -22.0101 -6.8640 0.8576
H -23.3983 -7.3299 4.5297
C -18.6676 -5.6225 9.8650
H -15.0330 -7.7531 6.6139
O -19.4921 -0.4158 1.5856
C -21.3849 -0.2986 6.8969
H -24.6183 -1.3449 7.4464
H -18.5559 -11.3251 6.3446
C -23.9721 0.6427 7.2572
C -15.4286 -11.6783 5.1773
H -20.0398 -2.6353 12.0605
H -17.9607 -8.8754 5.9801
C -21.4272 -8.0005 3.7445
H -23.4755 -8.3594 1.7265
C -24.1668 -4.0584 7.7221
H -17.6593 -2.1788 1.6145
C -17.6053 -11.0287 5.8620
H -14.6735 -7.6409 4.8062
H -23.9393 -3.7821 8.7580
H -16.6106 -5.7002 8.5083
C -20.4443 -7.3698 8.6811
H -21.4666 -4.4270 7.9818
```

***

(4)
Here is a molecular structure, C10H31MgO6S5 from OMol25. Energies are from the ωB97M-V functional and the def2-TZVPD basis.

The value obtained for the gap between HOMO and LUMO is 3.769 eV. As for the LUMO energy: -7.1036 eV. As for the highest occupied orbital energy: -10.9 eV. Its total charge is +1. The relative energy (zero: lowest compared OMol25 entry of this formula, charge and spin) is 12.455 eV.

XYZ file:
```
53
C10H31MgO6S5, DFT the ωB97M-V functional and the def2-TZVPD basis
S -3.3600 -4.5231 -2.8966
C 3.5153 4.6780 4.3475
H 0.8802 5.9719 -5.2709
C -3.8754 -3.7040 -4.3935
H -2.2838 -3.0008 6.5583
H -5.4341 -5.5052 -2.4548
H -5.4950 -3.7195 -2.0716
C -2.0579 -3.0839 5.4953
S -0.5749 4.1156 -4.5303
C -4.9226 -4.6458 -2.0214
C -1.6785 5.5064 -3.9289
O -3.7286 0.6935 1.0564
H 1.1552 -1.4575 6.5700
O -0.4166 3.2530 -3.2978
H 2.3583 7.2405 2.8378
H -1.8709 6.2321 -4.7191
H 1.7785 4.5338 -4.7383
H 4.0711 -4.7088 -0.1167
H -0.4706 -0.6820 6.2298
H 4.5636 4.9743 4.3093
H 4.3860 -4.7159 -4.0809
H 3.5327 3.6034 4.5295
S -0.2390 -2.9386 5.2970
O -0.0792 -2.3216 3.9232
S 2.7131 4.7811 2.7311
C 0.9201 5.1727 -4.5309
O 3.2266 -2.3534 -1.5699
H -2.5679 4.9539 -3.6259
C 0.0744 -1.5845 6.5066
H 4.5595 -5.7450 -1.4748
C 4.0056 -4.8487 -1.1957
H -0.3487 -1.9957 7.4231
H -3.0044 -3.7105 -5.0488
H -2.4712 -2.2134 4.9857
H 1.1640 5.5233 -3.5281
Mg -0.4581 -0.0145 0.0946
H 2.9855 -5.1008 -1.4856
H -4.7579 -4.2531 -4.7217
H 2.9339 5.0228 5.2025
H -2.4944 -3.9713 5.0371
H -4.1125 -2.6466 -4.2755
C 1.7730 6.3429 3.0375
H -4.6409 0.9367 0.8053
H 0.9561 6.3805 2.3168
H -4.9036 -4.9459 -0.9737
H -1.1744 6.0459 -3.1270
H 1.3917 6.3122 4.0581
C 3.8901 -3.8291 -3.6864
H 4.1359 -2.9574 -4.2930
H 2.8080 -3.9487 -3.7398
S 4.3979 -3.2402 -2.0439
O -2.5143 -3.5086 -2.1300
O 1.7593 3.5995 2.6189
```